No. 1
This record from the OMol25 dataset describes the molecule C15H15FN4O in a non-equilibrium geometry. The level of theory is wB97M-V/def2-TZVPD.

Values from the calculation:
* lowest unoccupied orbital energy: 0.001 hartree
* F_max: 5.39 eV/A
* SMILES: CC(C)(C)c1cc2nnc(-c3ccccc3F)n2[nH]c1=O
* electronic energy: -26520.50178 eV
* HOMO-LUMO gap: 8.83 eV
* E_HOMO: -8.8 eV

```
36
Properties=species:S:1:pos:R:3:lowdin_charge:R:1
C -2.2896 -1.5241 3.4671 -0.0309
C -2.1668 0.0551 3.3052 -0.4879
C -3.6609 0.5490 3.4433 -0.0744
C -1.4203 0.6990 4.5495 -0.0400
C -1.5614 0.2839 1.9691 -0.0806
C -2.2332 1.0045 0.9805 0.1046
C -1.6017 1.3410 -0.3406 -0.2563
N -2.0049 2.0419 -1.3435 0.0426
N -0.9796 2.1972 -2.2308 0.0714
C 0.0976 1.5055 -1.7445 -0.2125
C 1.4474 1.4215 -2.3387 -0.0800
C 1.5284 1.3132 -3.7654 0.0202
C 2.8375 1.1593 -4.3307 -0.0403
C 3.9038 1.3448 -3.4361 -0.0709
C 3.8474 1.7058 -2.0695 0.0162
C 2.5787 1.6419 -1.5200 -0.1983
F 2.5192 1.9144 -0.1661 0.0414
N -0.2432 0.9353 -0.5246 0.0870
N 0.4766 0.1574 0.4865 0.1668
C -0.1730 -0.3063 1.6033 -0.3866
O 0.5736 -1.0429 2.2052 0.0740
H -1.3816 -2.0367 3.9738 0.1173
H -2.2839 -1.8924 2.3883 0.1044
H -3.1825 -1.7854 3.8541 0.0184
H -4.3732 -0.0023 2.7539 0.1089
H -3.7966 1.6057 3.2984 0.0675
H -4.0703 0.3902 4.4561 0.0874
H -1.9107 0.5310 5.4841 0.0619
H -1.3769 1.7476 4.4444 0.0550
H -0.3380 0.4297 4.8349 0.1096
H -3.1799 1.4050 1.1900 0.0847
H 0.7668 1.2540 -4.4567 0.0867
H 2.9460 1.1384 -5.3938 0.0974
H 4.8442 1.2363 -3.8330 0.0725
H 4.7643 1.9142 -1.5700 0.1129
H 1.4852 0.0825 0.3830 0.1498
```

No. 2
This record from the OMol25 dataset describes a structure of composition C15H15FNO4Pt in a non-equilibrium geometry. The level of theory is wB97M-V/def2-TZVPD.

Values from the calculation:
* lowest unoccupied orbital energy (spin up / spin down): -0.170 / -0.290 hartree
* F_max: 6.00 eV/A
* electronic energy: -31429.23699 eV
* expectation value of S²: 6.069
* spin multiplicity: 5
* HOMO-LUMO gap (spin up / spin down): 6.24 / 4.80 eV
* net charge: +1
* E_HOMO (spin up / spin down): -10.9 / -12.7 eV

```
37
Properties=species:S:1:pos:R:3:lowdin_charge:R:1
Pt 0.0000 0.0000 0.0000 1.2759
C -6.9918 2.5601 -1.2321 -0.0298
C -6.0290 2.6465 -2.4254 -0.2783
C -6.7495 2.0508 -3.6410 -0.1371
C -5.8679 2.1462 -4.8698 -0.1201
C -4.5362 1.5119 -4.5982 -0.0932
C -3.7857 1.0141 -5.6758 0.0954
C -2.5428 0.4378 -5.4526 -0.2085
F -1.8454 -0.0411 -6.4916 0.1265
C -2.0179 0.3572 -4.1756 0.1145
C -2.7529 0.8694 -3.0971 -0.0163
C -2.1617 0.7937 -1.7351 -0.2227
O -1.1186 0.1668 -1.5924 -0.1383
C -2.8794 1.4897 -0.6483 0.0417
C -4.0805 2.0068 -0.9517 0.0769
N -4.7445 1.9499 -2.1715 0.1098
C -4.0237 1.4550 -3.2853 -0.0446
C -2.3156 1.6496 0.7670 -0.5273
O -3.0901 2.2230 1.5970 0.0642
O -1.1483 1.2256 0.9784 -0.2196
H -7.9796 2.9540 -1.4966 0.1001
H -6.6391 3.1540 -0.3835 0.0851
H -7.1178 1.5252 -0.8950 0.1046
H -5.8152 3.7064 -2.6187 0.1748
H -7.6895 2.5829 -3.8307 0.1381
H -7.0074 1.0001 -3.4487 0.1437
H -5.7129 3.1946 -5.1515 0.1451
H -6.3675 1.6442 -5.7067 0.1371
H -4.1642 1.0662 -6.6921 0.1484
H -1.0421 -0.0922 -4.0182 0.1513
H -4.6199 2.5378 -0.1723 0.1459
C -0.5498 -1.9002 1.7582 -0.3358
O -1.1026 -1.5239 0.6149 -0.2489
H -1.0116 -2.7514 2.2869 0.0971
H -0.5088 -1.1539 2.5697 0.0969
H 0.5037 -2.2264 1.7272 0.0851
H 0.9931 -0.1566 1.3928 -0.0379
```

No. 3
This record from the OMol25 dataset describes a structure of composition C15H15I2N3OPdS in a non-equilibrium geometry. The level of theory is wB97M-V/def2-TZVPD.

Values from the calculation:
* lowest unoccupied orbital energy (spin up / spin down): -0.070 / -0.087 hartree
* F_max: 2.10 eV/A
* electronic energy: -52831.53619 eV
* HOMO-LUMO gap (spin up / spin down): 6.04 / 5.62 eV
* E_HOMO (spin up / spin down): -8.0 / -8.0 eV

```
38
Properties=species:S:1:pos:R:3:lowdin_charge:R:1
Pd 0.7082 -0.5339 -0.5480 0.3512
O -1.0585 -1.8612 -0.2937 -0.2976
N -2.0801 -1.4363 0.3828 -0.2291
C -2.7846 -2.3296 1.0993 -0.0148
C -3.9034 -1.9636 1.7962 -0.0566
C -4.3110 -0.6289 1.7669 -0.0667
C -3.5733 0.2836 1.0522 -0.0871
C -2.4305 -0.1159 0.3527 -0.6604
S -1.4395 0.9746 -0.5071 0.6999
H -2.4037 -3.3359 1.0535 0.1396
H -4.4540 -2.7022 2.3534 0.1061
H -5.1990 -0.3258 2.2960 0.1076
H -3.8492 1.3234 1.0059 0.1049
I 1.9621 -3.0854 -0.6145 0.1820
I 3.1059 0.3061 -1.2923 0.2582
C 0.9504 -0.3878 1.5520 -0.1974
C 1.7204 0.8308 1.8226 -0.3844
C 3.0393 0.7707 2.2914 -0.0943
C 3.7788 1.9252 2.4552 -0.0930
C 3.2280 3.1568 2.1359 -0.0909
C 1.9185 3.2366 1.6899 -0.0855
C 1.1611 2.0913 1.5607 -0.0924
H -0.0838 -0.3365 1.9325 0.0679
H 1.4447 -1.2969 1.9193 0.0348
H 3.4820 -0.1922 2.5009 0.1121
H 4.7957 1.8693 2.8169 0.1027
H 3.8194 4.0573 2.2099 0.0992
H 1.4996 4.1975 1.4271 0.1028
H 0.1388 2.1637 1.2113 0.0450
N 0.2553 -0.1731 -4.9232 0.0645
C -0.1879 -1.4572 -4.7859 -0.0877
C -0.2178 -1.7027 -3.4452 -0.1605
N 0.2020 -0.5913 -2.7821 -0.0909
C 0.4770 0.3134 -3.6899 -0.2429
H 0.4083 0.3143 -5.7906 0.1570
H -0.4328 -2.0786 -5.6219 0.1081
H -0.5081 -2.5875 -2.9092 0.0831
H 0.8227 1.3087 -3.4822 0.1057
```

No. 4
This record from the OMol25 dataset describes a structure of composition C15H15MoN7O5S in a non-equilibrium geometry. The level of theory is wB97M-V/def2-TZVPD.

Values from the calculation:
* lowest unoccupied orbital energy (spin up / spin down): -0.285 / -0.316 hartree
* F_max: 2.72 eV/A
* electronic energy: -49144.96161 eV
* expectation value of S²: 2.028
* spin multiplicity: 3
* HOMO-LUMO gap (spin up / spin down): 7.05 / 6.78 eV
* net charge: +2
* E_HOMO (spin up / spin down): -14.8 / -15.4 eV

```
44
Properties=species:S:1:pos:R:3:lowdin_charge:R:1
Mo -0.1232 -0.1135 -0.1636 1.5463
C 2.0690 -3.8749 -0.6797 0.0300
C 1.0735 -2.7706 -0.6965 -0.1880
N 1.1983 -1.6631 0.0171 -0.1461
N 2.1053 -1.5670 1.0447 0.0264
C 1.6871 -0.9769 2.1841 -0.7380
N 2.4848 -0.8528 3.2288 0.1738
S 0.0483 -0.4647 2.2794 0.7540
C -0.2075 -2.7994 -1.3539 -0.1809
C -0.6871 -3.8515 -2.1487 0.0431
C -2.0239 -3.9050 -2.4852 0.0153
C -2.8729 -2.9006 -2.0097 0.0058
C -2.3354 -1.8462 -1.3035 -0.0926
N -1.0234 -1.7490 -0.9853 -0.0896
H 2.1995 -4.2574 0.3353 0.1143
H 3.0430 -3.5210 -1.0271 0.1145
H 1.7648 -4.7041 -1.3089 0.0886
H 3.0140 -2.0225 0.9707 0.1788
H 3.4685 -1.0908 3.2235 0.1459
H 2.1231 -0.4362 4.0780 0.1347
H -0.0197 -4.6307 -2.4818 0.1272
H -2.4104 -4.7176 -3.0797 0.1356
H -3.9338 -2.9441 -2.1977 0.1341
H -2.9618 -1.0276 -0.9633 0.1205
C -1.0558 -0.2216 -4.1527 0.0311
C -0.0837 0.6943 -3.5149 -0.3098
N 0.2898 0.7325 -2.2424 0.0506
C 1.2079 1.7543 -2.1271 -0.0948
C 1.3989 2.3411 -3.3622 -0.0250
N 0.5689 1.6496 -4.2098 0.1911
C 2.3987 3.4313 -3.6895 -0.4545
O 2.4236 3.9056 -4.9254 0.1733
O 3.1489 3.8068 -2.8474 0.1941
C 1.7355 2.0099 -0.7484 -0.4755
O 2.3775 2.9348 -0.3740 0.2107
O 1.3274 1.0132 0.0460 -0.2675
H -1.5587 -0.8343 -3.4113 0.0498
H -0.5588 -0.8758 -4.8694 0.1041
H -1.8102 0.3428 -4.7006 0.1062
H 0.4439 1.7913 -5.2047 0.1866
H 1.7904 3.5806 -5.5764 0.1206
O -3.3986 2.5127 0.3607 0.2377
C -2.5235 1.7956 0.1602 -0.3837
N -1.6184 1.0437 -0.0997 -0.0988
```

No. 5
This record from the OMol25 dataset describes a structure of composition C15H16AlO2 in a non-equilibrium geometry. The level of theory is wB97M-V/def2-TZVPD.

Values from the calculation:
* lowest unoccupied orbital energy: 0.106 hartree
* F_max: 1.18 eV/A
* electronic energy: -26509.41539 eV
* HOMO-LUMO gap: 7.58 eV
* net charge: -1
* E_HOMO: -4.7 eV

```
34
Properties=species:S:1:pos:R:3:lowdin_charge:R:1
C 4.6116 -3.8523 -0.5254 0.0425
C 3.7622 -3.0168 -0.3334 -0.2607
C 2.7636 -2.0350 0.1002 -0.2111
Al 1.5098 -1.5772 -1.4448 0.1524
O 1.5671 0.2439 -1.6533 -0.2132
O 1.9769 -2.2693 -3.0284 -0.1909
C -0.4348 -2.0243 -0.9904 -0.1625
C -1.0722 -3.2295 -1.3121 -0.1146
C -2.4148 -3.4305 -0.9953 -0.1219
C -3.1290 -2.4320 -0.3461 -0.1392
C -2.5156 -1.2411 0.0186 -0.1194
C -1.1720 -1.0430 -0.3095 -0.1215
H 5.4523 -4.5015 -0.5464 -0.0090
H 3.2468 -1.1111 0.4217 0.0509
H 2.1657 -2.4568 0.9117 0.0520
H 1.3664 0.6128 -0.7882 -0.0349
H 1.9518 -1.5724 -3.6876 -0.0063
H -0.5009 -4.0028 -1.8154 0.0905
H -2.9387 -4.3521 -1.2321 0.0860
H -4.1811 -2.5651 -0.1100 0.0843
H -3.0321 -0.4477 0.5521 0.0796
H -0.6829 -0.1141 -0.0302 0.0643
C -2.0279 3.7204 1.2829 -0.0964
C -1.2459 2.5966 1.5104 -0.0889
C 0.1298 2.7224 1.6423 -0.0885
C 0.7233 3.9741 1.5553 -0.0943
C -0.0588 5.0989 1.3317 -0.1055
C -1.4342 4.9720 1.1918 -0.1067
H -3.1006 3.6205 1.1755 0.0980
H -1.7074 1.6199 1.5829 0.0911
H 0.7397 1.8439 1.8122 0.1043
H 1.7962 4.0719 1.6605 0.0997
H 0.4044 6.0754 1.2644 0.0951
H -2.0436 5.8488 1.0111 0.0947
```

No. 6
This record from the OMol25 dataset describes a structure of composition C15H16AuCl5NOSSi in a non-equilibrium geometry. The level of theory is wB97M-V/def2-TZVPD.

Values from the calculation:
* lowest unoccupied orbital energy: 0.096 hartree
* F_max: 2.02 eV/A
* electronic energy: -104372.21560 eV
* HOMO-LUMO gap: 7.09 eV
* net charge: -1
* E_HOMO: -4.5 eV

```
41
Properties=species:S:1:pos:R:3:lowdin_charge:R:1
Au 0.0583 0.4220 0.8503 0.8352
S 0.5739 0.4275 3.1156 0.5659
C 2.3013 0.4709 2.7144 -0.7150
C 3.3622 0.4161 3.6292 -0.1083
C 4.6519 0.4111 3.1408 -0.1002
C 4.8834 0.4630 1.7666 -0.0949
C 3.7813 0.5293 0.9343 -0.1421
N 2.5333 0.5400 1.4035 -0.0284
H 3.1618 0.3732 4.6930 0.0957
H 5.4882 0.3635 3.8293 0.0972
H 5.8847 0.4484 1.3566 0.0886
H 3.8767 0.5764 -0.1454 0.1085
Cl 1.0150 -2.9607 0.1710 0.6078
C -0.6966 -2.7427 0.5280 -0.6879
C -1.1738 -1.4762 0.8441 -0.2760
C -2.5196 -1.4187 1.1383 -0.6738
Cl -3.2234 0.1481 1.5927 0.6054
C -3.3744 -2.5184 1.1141 -0.7069
Cl -5.0642 -2.3625 1.4954 0.6271
C -2.8583 -3.7636 0.7792 -0.7112
Cl -3.8924 -5.1573 0.7368 0.6303
C -1.5007 -3.8799 0.4855 -0.7003
Cl -0.8585 -5.4501 0.0786 0.6192
C -2.3787 1.6860 -1.9519 -0.1839
Si -0.7308 0.9374 -2.3909 0.2198
C 0.1828 2.1992 -3.4116 -0.1840
C -1.0805 -0.5116 -3.5024 -0.1796
O 0.1751 0.4562 -1.1148 -0.5048
H -2.9847 1.7973 -2.8587 0.0274
H -2.2717 2.6720 -1.4945 0.0161
H -2.9288 1.0510 -1.2491 0.0073
H -0.4122 2.5224 -4.2730 0.0238
H 1.1315 1.7970 -3.7826 0.0242
H 0.4097 3.0802 -2.8011 0.0222
H -1.6612 -0.2071 -4.3802 0.0235
H -1.6531 -1.2702 -2.9573 0.0263
H -0.1542 -0.9825 -3.8470 0.0269
C -0.4550 2.5234 0.9372 -0.1983
H -0.4640 2.7964 1.9875 -0.0439
H -1.4312 2.5237 0.4703 -0.0489
H 0.2969 3.0700 0.3683 -0.0101
```